Entry 1:
The following is a DFT calculation (the ωB97M-V functional and the def2-TZVPD basis) of a 7-piece molecular cluster, C6H28BN12O6 overall in a non-equilibrium geometry.

For the energy above the lowest of the compared OMol25 structures with the same formula, charge and spin, the calculation gives 119.52 kcal/mol. The HOMO energy comes out at -6.647 eV. The total charge is -1.

Structure (XYZ):
```
53
Properties=species:S:1:pos:R:3:nbo_charge:R:1
B 24.555 -20.392 -3.130 -0.8281
H 25.098 -20.686 -2.244 -0.0355
H 23.806 -19.642 -2.933 0.0106
H 25.282 -19.913 -3.767 0.0024
H 24.145 -21.236 -3.663 -0.0379
C 27.005 -23.296 -2.967 0.7551
O 27.979 -24.100 -2.884 -0.7031
N 27.017 -21.976 -2.880 -0.8723
N 25.762 -23.632 -3.048 -0.8234
H 26.165 -21.445 -2.991 0.4217
H 27.874 -21.445 -2.809 0.4030
H 25.028 -22.940 -3.084 0.4003
H 25.512 -24.609 -2.984 0.4029
C 26.310 -17.215 -2.784 0.7308
O 26.815 -16.108 -2.785 -0.7377
N 25.672 -17.473 -3.844 -0.8237
N 26.510 -18.101 -1.907 -0.8118
H 25.335 -18.423 -3.775 0.3895
H 25.425 -16.792 -4.548 0.4148
H 26.067 -18.998 -2.043 0.3981
H 26.989 -17.860 -1.051 0.4206
C 21.729 -23.117 -2.288 0.7511
O 20.976 -24.042 -1.960 -0.6794
N 21.927 -22.613 -3.446 -0.8351
N 22.561 -22.423 -1.509 -0.8584
H 22.691 -21.973 -3.609 0.4079
H 21.473 -22.969 -4.275 0.3946
H 22.843 -21.510 -1.836 0.3963
H 22.632 -22.643 -0.525 0.4071
C 24.226 -20.894 -6.995 0.7466
O 24.413 -21.166 -8.179 -0.6886
N 23.115 -20.942 -6.312 -0.8396
N 25.136 -20.750 -6.107 -0.8434
H 23.331 -20.599 -5.387 0.3871
H 22.191 -21.189 -6.636 0.4016
H 26.096 -20.575 -6.367 0.3992
H 24.905 -20.779 -5.124 0.4153
C 22.006 -18.540 -0.101 0.7505
O 22.941 -18.028 0.405 -0.6806
N 22.119 -19.138 -1.257 -0.8402
N 20.829 -18.506 0.422 -0.8165
H 23.055 -19.273 -1.610 0.4237
H 21.391 -19.817 -1.428 0.3711
H 20.118 -18.987 -0.110 0.3755
H 20.609 -17.882 1.186 0.4135
C 25.681 -20.995 0.823 0.7486
O 25.982 -20.889 1.994 -0.6905
N 24.901 -20.147 0.181 -0.8846
N 25.975 -21.888 -0.012 -0.8270
H 24.620 -20.241 -0.785 0.3865
H 24.447 -19.396 0.680 0.4253
H 25.881 -21.725 -1.005 0.4075
H 26.403 -22.716 0.376 0.3986
```


Entry 2:
The following is a DFT calculation (the ωB97M-V functional and the def2-TZVPD basis) of a 3-piece molecular cluster, C8H15ClFO3P overall in a non-equilibrium geometry.

For the energy above the lowest of the compared OMol25 structures with the same formula, charge and spin, the calculation gives 55.22 kcal/mol. The SMILES is O=C(F)CPCl.CC(C)=O.CC(C)=O. The HOMO energy comes out at -9.217 eV.

Structure (XYZ):
```
29
Properties=species:S:1:pos:R:3:nbo_charge:R:1
O 2.122 -3.463 5.038 -0.5399
C 1.703 -2.882 3.898 0.8446
F 2.434 -1.642 3.491 -0.3600
C 0.490 -3.592 3.041 -0.8198
P -1.256 -2.856 3.407 0.5847
Cl -1.045 -0.762 3.800 -0.2802
H 0.441 -4.721 3.424 0.2935
H 0.728 -3.614 1.890 0.2794
H -1.791 -3.514 4.601 -0.0025
C 0.678 -2.668 -1.408 -0.7236
C -0.379 -1.730 -0.890 0.5893
C -0.190 -0.259 -1.152 -0.7187
O -1.358 -2.148 -0.275 -0.5558
H 0.410 -3.697 -1.146 0.2297
H 0.742 -2.590 -2.497 0.2362
H 1.642 -2.430 -0.952 0.2300
H -0.165 -0.074 -2.229 0.2464
H 0.736 0.086 -0.684 0.2341
H -1.029 0.297 -0.720 0.2309
C -1.499 3.681 -1.455 -0.7209
C -0.236 3.711 -2.273 0.5945
C 0.375 5.057 -2.557 -0.7210
O 0.276 2.675 -2.694 -0.5535
H -1.827 2.643 -1.330 0.2358
H -1.312 4.110 -0.467 0.2329
H -2.288 4.237 -1.968 0.2324
H 0.646 5.547 -1.618 0.2319
H -0.330 5.674 -3.119 0.2315
H 1.282 4.924 -3.157 0.2381
```


Entry 3:
The following is a DFT calculation (the ωB97M-V functional and the def2-TZVPD basis) of a 5-piece molecular cluster, C52H71BNO3Si overall.

The HOMO energy comes out at -10.415 eV. The total charge is +1.

Structure (XYZ):
```
129
Properties=species:S:1:pos:R:3:lowdin_charge:R:1
C 7.143 -2.306 3.270 -0.0887
C 6.073 -3.111 2.535 -0.2166
C 4.681 -2.764 3.006 -0.2028
O 4.498 -1.351 3.078 -0.1279
C 3.426 -0.837 2.335 -0.1378
C 3.582 -1.050 0.852 -0.1369
C 2.796 -1.955 0.188 0.0410
C 2.957 -2.172 -1.167 0.0573
C 3.890 -1.450 -1.863 -0.1574
C 4.007 -1.642 -3.338 -0.1006
C 3.084 -0.704 -4.120 -0.1993
O 2.513 0.281 -3.252 -0.0676
C 4.706 -0.552 -1.187 0.0237
B 5.908 0.209 -1.958 -0.4471
C 5.722 1.238 -3.102 0.0284
O 7.182 -0.081 -1.558 0.1654
N 4.533 -0.374 0.153 0.0860
C 5.406 0.559 0.890 -0.0776
C 4.904 2.019 1.075 -0.1195
C 3.955 2.604 0.034 -0.1714
C 2.461 2.242 0.173 -0.1824
C 1.560 3.484 0.121 -0.1891
C 0.248 3.374 0.925 -0.1935
C -1.009 3.229 0.056 -0.2577
C -2.154 2.446 0.733 -0.2528
Si -2.652 0.981 -0.314 0.5690
C -1.183 -0.192 -0.393 -0.1585
C -3.079 1.566 -2.052 -0.1510
C -4.132 0.068 0.366 -0.2566
C -4.893 0.513 1.445 -0.0887
C -5.999 -0.201 1.876 -0.0890
C -6.368 -1.373 1.237 -0.0913
C -5.610 -1.843 0.175 -0.0892
C -4.505 -1.125 -0.254 -0.1038
H 6.898 -2.217 4.325 0.0827
H 7.242 -1.303 2.871 0.0593
H 8.108 -2.797 3.210 0.0756
H 6.157 -2.882 1.472 0.0986
H 6.256 -4.167 2.703 0.1153
H 3.923 -3.219 2.370 0.1148
H 4.541 -3.171 4.006 0.1325
H 3.387 0.225 2.549 0.1220
H 2.472 -1.264 2.639 0.1429
H 2.063 -2.520 0.735 0.1330
H 2.334 -2.890 -1.675 0.1320
H 3.666 -2.654 -3.538 0.1166
H 5.035 -1.599 -3.685 0.1209
H 2.252 -1.267 -4.535 0.1101
H 3.580 -0.214 -4.952 0.1217
H 2.425 1.103 -3.738 0.0953
H 6.588 1.891 -3.155 0.0860
H 5.702 0.697 -4.050 0.0826
H 4.805 1.809 -3.045 0.0572
H 7.299 -1.001 -1.296 0.1251
H 5.573 0.121 1.865 0.1109
H 6.372 0.582 0.411 0.1146
H 4.445 2.113 2.055 0.1126
H 5.805 2.625 1.093 0.1160
H 4.299 2.419 -0.977 0.0907
H 4.006 3.683 0.164 0.0919
H 2.273 1.702 1.096 0.0932
H 2.195 1.608 -0.673 0.0973
H 1.331 3.716 -0.917 0.1118
H 2.120 4.342 0.489 0.1007
H 0.158 4.265 1.538 0.1110
H 0.322 2.529 1.606 0.0968
H -0.706 2.763 -0.883 0.0812
H -1.367 4.226 -0.175 0.1099
H -1.882 2.134 1.738 0.0763
H -3.019 3.099 0.832 0.0757
H -0.292 0.370 -0.672 0.0135
H -1.016 -0.665 0.571 0.0313
H -1.357 -0.958 -1.147 0.0128
H -3.282 2.632 -2.056 0.0333
H -3.984 1.056 -2.370 0.0275
H -2.298 1.333 -2.768 0.0254
H -4.622 1.427 1.953 0.0943
H -6.601 0.149 2.700 0.0993
H -7.227 -1.935 1.565 0.1060
H -5.878 -2.760 -0.324 0.1018
H -3.935 -1.501 -1.093 0.0958
C -0.705 -2.974 -4.117 -0.1026
C 0.289 -3.892 -4.434 -0.1105
C 0.063 -4.837 -5.424 -0.0932
C -1.143 -4.854 -6.110 -0.0857
C -2.130 -3.929 -5.802 -0.0835
C -1.912 -2.991 -4.802 -0.0899
H -0.532 -2.249 -3.333 0.0848
H 1.232 -3.863 -3.900 0.0779
H 0.830 -5.561 -5.667 0.1025
H -1.312 -5.590 -6.885 0.1055
H -3.069 -3.940 -6.337 0.1056
H -2.684 -2.276 -4.552 0.1008
C -8.820 -1.685 -1.374 -0.1089
C -10.002 -2.027 -0.733 -0.0939
C -10.679 -3.184 -1.095 -0.0939
C -10.170 -4.001 -2.095 -0.0956
C -8.986 -3.660 -2.735 -0.0973
C -8.313 -2.501 -2.376 -0.1059
H -8.292 -0.784 -1.091 0.0982
H -10.397 -1.392 0.050 0.1017
H -11.603 -3.448 -0.599 0.1014
H -10.697 -4.904 -2.376 0.1009
H -8.590 -4.298 -3.514 0.0992
H -7.391 -2.232 -2.876 0.0981
C 6.248 7.946 1.617 -0.0888
C 7.078 6.883 1.289 -0.0936
C 6.729 6.026 0.254 -0.1060
C 5.554 6.237 -0.454 -0.1155
C 4.724 7.300 -0.127 -0.0968
C 5.071 8.153 0.911 -0.0897
H 6.519 8.614 2.423 0.1040
H 7.997 6.725 1.837 0.1021
H 7.376 5.196 -0.002 0.0962
H 5.285 5.571 -1.266 0.0941
H 3.809 7.465 -0.681 0.1010
H 4.425 8.982 1.169 0.1036
C -6.334 -1.709 5.265 -0.1070
C -6.243 -0.487 5.917 -0.1038
C -7.046 -0.226 7.018 -0.0964
C -7.935 -1.190 7.471 -0.0947
C -8.024 -2.413 6.821 -0.0945
C -7.226 -2.672 5.716 -0.0946
H -5.709 -1.910 4.404 0.0918
H -5.546 0.264 5.565 0.0975
H -6.979 0.728 7.524 0.1003
H -8.559 -0.989 8.332 0.1015
H -8.717 -3.165 7.176 0.1013
H -7.298 -3.624 5.207 0.1003
```


Entry 4:
The following is a DFT calculation (the ωB97M-V functional and the def2-TZVPD basis) of one molecule with the formula C2H2N2O2 in a non-equilibrium geometry.

For the energy above the lowest of the compared OMol25 structures with the same formula, charge and spin, the calculation gives 57.59 kcal/mol. The SMILES is O=c1nco[nH]1. The HOMO energy comes out at -10.079 eV.

Structure (XYZ):
```
8
Properties=species:S:1:pos:R:3:nbo_charge:R:1
O -2.197 -0.233 -0.103 -0.5686
C -1.025 -0.240 0.089 0.7090
N -0.037 -1.238 0.171 -0.5337
C 1.112 -0.672 -0.023 0.3900
O 1.008 0.670 -0.068 -0.3118
N -0.332 0.940 0.240 -0.3458
H 2.119 -1.217 -0.189 0.2303
H -0.647 1.990 -0.116 0.4305
```


Entry 5:
The following is a DFT calculation (the ωB97M-V functional and the def2-TZVPD basis) of a 2-piece molecular cluster, C4H2BrCl3O2 overall in a non-equilibrium geometry.

For the energy above the lowest of the compared OMol25 structures with the same formula, charge and spin, the calculation gives 62.98 kcal/mol. The HOMO energy (alpha / beta) comes out at -8.965 / -9.003 eV.

Structure (XYZ):
```
12
Properties=species:S:1:pos:R:3:nbo_charge:R:1
C -2.253 -0.724 -0.088 0.0400
C -1.030 -1.170 0.055 -0.1587
C 0.716 0.935 -0.022 0.5241
C 2.104 0.492 0.169 -0.3068
O -2.614 0.536 -0.386 -0.6621
O 0.253 1.999 -0.281 -0.4749
Cl -0.233 -2.546 0.479 0.1035
Cl 3.348 1.826 0.004 0.0169
Cl 2.266 -0.249 1.758 0.0859
Br 2.406 -0.833 -1.248 0.1383
H -3.121 -1.383 -0.020 0.1973
H -1.843 1.117 -0.419 0.4967
```


Entry 6:
The following is a DFT calculation (the ωB97M-V functional and the def2-TZVPD basis) of C3H5NOS3 as an isolated structure in a non-equilibrium geometry.

For the energy above the lowest of the compared OMol25 structures with the same formula, charge and spin, the calculation gives 121.28 kcal/mol. The HOMO energy comes out at -8.906 eV.

Structure (XYZ):
```
13
Properties=species:S:1:pos:R:3:nbo_charge:R:1
C 0.905 -0.280 -0.380 0.0788
C -0.376 0.433 0.041 -0.5799
C -1.382 -0.634 0.007 0.2687
H 4.514 0.462 0.378 0.1429
H 0.841 -1.525 -1.097 0.2201
H -0.153 0.779 1.083 0.2833
H -1.861 2.248 -0.227 0.1510
H -3.253 -0.597 1.056 0.5064
N 1.974 0.209 0.240 -0.5474
O -2.244 -0.154 1.037 -0.7089
S 3.317 -0.754 -0.289 0.1497
S -0.684 1.845 -0.971 0.0535
S -1.598 -2.033 -0.879 -0.0181
```


Entry 7:
The following is a DFT calculation (the ωB97M-V functional and the def2-TZVPD basis) of C20H15N4O6S4Tc as an isolated structure.

For the energy above the lowest of the compared OMol25 structures with the same formula, charge and spin, the calculation gives 5.66 kcal/mol. The HOMO energy (alpha / beta) comes out at -5.350 / -5.561 eV. The spin multiplicity is 2. The total charge is -1.

Structure (XYZ):
```
50
Properties=species:S:1:pos:R:3:mulliken_spin:R:1
Tc -0.451 0.341 -0.343 0.9367
C -0.741 4.406 -2.069 0.0010
O -2.105 3.941 -1.983 -0.0007
C -2.308 2.927 -1.142 -0.0007
O -1.430 2.459 -0.437 0.0021
N -3.611 2.564 -1.156 0.0006
N -4.058 1.523 -0.353 0.0016
H -0.783 5.269 -2.727 0.0002
H -0.102 3.634 -2.490 -0.0008
H -0.386 4.692 -1.081 -0.0004
H -4.168 2.909 -1.922 -0.0003
H -4.240 0.690 -0.901 0.0007
H -4.862 1.812 0.185 0.0000
O 0.523 1.954 -3.988 0.0024
C 0.256 1.057 -3.207 0.0025
O 0.416 1.197 -1.916 0.0232
C -0.186 -0.280 -3.744 0.0078
C 0.463 -0.732 -4.889 -0.0011
C 0.130 -1.945 -5.467 0.0066
C -0.887 -2.708 -4.909 -0.0038
C -1.554 -2.258 -3.783 0.0112
C -1.212 -1.046 -3.181 -0.0294
S -2.127 -0.500 -1.775 0.1223
H 1.232 -0.104 -5.319 -0.0002
H 0.655 -2.290 -6.349 0.0007
H -1.162 -3.659 -5.350 -0.0001
H -2.350 -2.846 -3.344 -0.0007
S -1.515 0.362 1.722 -0.0395
C -0.007 0.900 2.418 0.0086
S 1.101 1.377 1.201 0.0017
C 0.297 0.837 3.763 0.0141
C 1.642 1.032 4.175 -0.0005
N 2.757 1.151 4.448 0.0036
C -0.658 0.412 4.728 0.0015
N -1.433 0.065 5.508 0.0048
O 3.734 -1.189 5.541 0.0000
C 3.142 -2.294 5.048 -0.0003
O 3.163 -3.330 5.659 -0.0004
C 2.512 -2.146 3.701 -0.0035
C 1.254 -2.691 3.485 0.0011
C 0.634 -2.531 2.257 -0.0011
C 1.299 -1.881 1.222 0.0119
S 0.412 -1.700 -0.314 -0.0830
C 2.588 -1.399 1.412 -0.0017
C 3.179 -1.504 2.661 -0.0029
H 3.297 -0.391 5.181 0.0002
H 0.754 -3.201 4.299 -0.0003
H -0.375 -2.893 2.097 0.0018
H 3.100 -0.893 0.605 0.0021
H 4.170 -1.100 2.826 0.0002
```